Record 1
6 unconnected molecules or ions with the total composition C14H18Cl8N2. Source: OMol25; level of theory: ωB97M-V with the def2-TZVPD basis set.

Values from the calculation:
E_tot: -117968.8716 eV
Structure (SMILES): c1ccncc1.c1ccncc1.ClCCl.ClCCl.ClCCl.ClCCl
LUMO level: 0.431 eV
Strongest force on any atom: 1.402 eV Å⁻¹
ΔE to the lowest compared entry with this formula, charge and spin: 20.2 kJ/mol
Gap between HOMO and LUMO: 10.1 eV

Structure (XYZ):
```
42
Properties=species:S:1:pos:R:3:lowdin_charge:R:1
N 4.176 -9.615 16.848 0.06
C 4.416 -8.375 16.427 -0.17
C 4.868 -7.327 17.230 -0.06
C 5.271 -7.647 18.519 -0.08
C 5.128 -8.954 18.966 -0.09
C 4.548 -9.878 18.110 -0.19
H 4.086 -8.154 15.415 0.10
H 5.154 -6.379 16.796 0.10
H 5.813 -6.920 19.114 0.10
H 5.469 -9.191 19.966 0.08
H 4.530 -10.898 18.479 0.06
N 8.307 -6.641 20.825 0.06
C 8.650 -7.422 19.780 -0.16
C 8.721 -8.811 19.827 -0.08
C 8.437 -9.433 21.048 -0.08
C 8.174 -8.644 22.136 -0.12
C 8.097 -7.271 21.977 -0.17
H 8.640 -6.889 18.837 0.10
H 8.995 -9.444 18.999 0.06
H 8.450 -10.511 21.153 0.08
H 7.752 -8.972 23.079 0.03
H 7.686 -6.673 22.783 0.08
C 7.511 -10.986 15.893 -0.99
Cl 7.509 -11.360 17.643 0.53
Cl 7.506 -12.483 14.975 0.52
H 6.674 -10.339 15.663 0.01
H 8.468 -10.507 15.720 0.02
C 3.937 -11.019 21.968 -0.99
Cl 4.460 -12.381 20.960 0.54
Cl 5.233 -10.336 22.952 0.58
H 3.533 -10.265 21.298 0.02
H 3.117 -11.329 22.608 0.03
C 8.023 -12.214 24.064 -1.07
Cl 8.437 -13.093 22.568 0.51
Cl 7.782 -13.212 25.484 0.52
H 8.871 -11.556 24.217 0.01
H 7.115 -11.642 23.919 -0.07
C 7.691 -8.358 27.113 -0.99
Cl 7.527 -7.588 25.543 0.55
Cl 8.650 -9.868 26.998 0.49
H 8.180 -7.679 27.801 0.03
H 6.746 -8.683 27.535 0.03
```


Record 2
A molecular structure, C4H6IO3Ti. Source: OMol25; level of theory: ωB97M-V with the def2-TZVPD basis set.

Values from the calculation:
E_tot: -41598.5936 eV
2S+1: 4
LUMO level (spin up / spin down): 0.429 / 0.139 eV
Strongest force on any atom: 11.059 eV Å⁻¹
ΔE to the lowest compared entry with this formula, charge and spin: 250.8 kJ/mol
Gap between HOMO and LUMO (spin up / spin down): 5.9 / 9.0 eV

Structure (XYZ):
```
15
Properties=species:S:1:pos:R:3:lowdin_spin:R:1
Ti 3.101 2.076 -0.088 2.23
I 1.893 3.977 0.457 0.11
C -1.866 -0.073 -0.718 0.00
C -0.818 -0.540 0.249 0.00
C 0.263 -1.512 -0.079 0.01
O 1.490 -0.815 0.082 0.13
C 1.245 0.340 0.622 0.31
O 2.110 1.186 0.818 0.11
O -0.085 0.486 0.849 0.08
H -2.706 0.207 -0.082 0.00
H -2.116 -0.869 -1.419 0.00
H -1.596 0.859 -1.213 0.00
H -1.374 -1.147 0.964 0.00
H 0.253 -1.868 -1.109 0.00
H 0.206 -2.305 0.667 0.00
```


Record 3
A molecular structure, C50H38ClN2O5P2Pt. Source: OMol25; level of theory: ωB97M-V with the def2-TZVPD basis set.

Values from the calculation:
E_tot: -100005.7656 eV
Charge: +3
LUMO level: -11.061 eV
Strongest force on any atom: 1.248 eV Å⁻¹
Gap between HOMO and LUMO: 5.4 eV

Structure (XYZ):
```
99
Properties=species:S:1:pos:R:3:lowdin_charge:R:1
Pt -0.971 0.437 0.549 1.09
O 1.905 -3.233 -3.072 0.16
C 0.627 -3.606 -3.033 -0.48
O 0.202 -4.513 -3.677 0.14
C -0.303 -2.831 -2.129 -0.01
C -1.662 -3.141 -1.990 -0.55
Cl -2.581 -4.297 -2.779 0.93
N -2.210 -2.286 -1.097 -0.03
N -1.282 -1.405 -0.674 0.01
C -0.136 -1.742 -1.279 -0.14
C 1.036 -0.888 -0.943 -0.50
O 2.150 -1.090 -1.343 0.17
O 0.822 0.173 -0.139 -0.21
C -3.560 -2.197 -0.607 -0.21
C -4.167 -0.952 -0.555 -0.04
C -5.460 -0.847 -0.065 -0.05
C -6.142 -1.986 0.349 -0.04
C -5.518 -3.225 0.289 -0.04
C -4.216 -3.338 -0.179 -0.03
H 2.104 -2.481 -2.485 0.07
H -3.653 -0.084 -0.945 0.07
H -5.949 0.118 -0.033 0.12
H -7.159 -1.909 0.707 0.12
H -6.044 -4.114 0.611 0.13
H -3.724 -4.301 -0.193 0.11
C -2.354 5.884 4.285 0.00
C -2.988 4.575 3.785 -0.42
C -4.435 4.466 4.289 0.01
C -2.165 3.396 4.308 -0.07
C -1.928 3.200 5.668 0.04
C -1.174 2.134 6.154 -0.01
C -0.629 1.208 5.281 -0.04
C -0.846 1.384 3.911 -0.25
P -0.239 0.162 2.768 1.07
C -1.111 -1.352 3.046 -0.34
C -0.464 -2.406 3.713 -0.05
C -1.195 -3.529 4.059 -0.02
C -2.540 -3.621 3.718 0.00
C -3.179 -2.585 3.043 -0.04
C -2.472 -1.445 2.713 -0.09
C 1.489 -0.051 2.818 -0.36
C 2.305 0.928 3.407 -0.06
C 3.676 0.761 3.397 -0.03
C 4.236 -0.352 2.778 0.00
C 3.434 -1.323 2.181 -0.02
C 2.064 -1.176 2.195 -0.09
C -1.609 2.451 3.473 -0.19
O -1.762 2.486 2.109 -0.08
C -2.334 3.590 1.532 -0.19
C -2.169 3.621 0.158 -0.24
C -2.735 4.665 -0.580 -0.04
C -3.437 5.642 0.107 -0.01
C -3.538 5.595 1.494 0.04
C -2.963 4.576 2.256 -0.07
P -1.033 2.473 -0.598 1.07
C -1.631 1.893 -2.126 -0.36
C -3.004 1.950 -2.448 -0.08
C -3.443 1.402 -3.635 -0.02
C -2.539 0.762 -4.482 0.01
C -1.186 0.667 -4.158 -0.02
C -0.728 1.216 -2.979 -0.07
C 0.607 3.130 -0.706 -0.34
C 1.425 3.167 0.427 -0.08
C 2.649 3.803 0.360 -0.03
C 3.058 4.404 -0.827 -0.02
C 2.247 4.372 -1.952 -0.03
C 1.018 3.733 -1.902 -0.06
H -2.364 5.926 5.373 0.10
H -2.915 6.746 3.925 0.10
H -1.321 5.982 3.946 0.11
H -4.464 4.486 5.378 0.10
H -4.908 3.543 3.951 0.10
H -5.029 5.307 3.932 0.10
H -2.348 3.902 6.378 0.13
H -1.016 2.026 7.218 0.13
H -0.058 0.367 5.656 0.13
H 0.584 -2.341 3.970 0.11
H -0.716 -4.333 4.601 0.13
H -3.099 -4.506 3.995 0.13
H -4.228 -2.661 2.793 0.11
H -2.997 -0.623 2.233 0.10
H 1.865 1.797 3.882 0.12
H 4.314 1.490 3.878 0.13
H 5.312 -0.464 2.757 0.13
H 3.885 -2.185 1.709 0.13
H 1.435 -1.933 1.740 0.12
H -2.606 4.733 -1.653 0.13
H -3.887 6.461 -0.438 0.13
H -4.071 6.390 2.002 0.14
H -3.703 2.445 -1.785 0.11
H -4.487 1.467 -3.909 0.13
H -2.895 0.328 -5.408 0.13
H -0.500 0.171 -4.831 0.13
H 0.322 1.150 -2.719 0.12
H 1.112 2.694 1.350 0.09
H 3.292 3.832 1.229 0.12
H 4.016 4.904 -0.874 0.13
H 2.568 4.845 -2.869 0.13
H 0.386 3.723 -2.780 0.12
```